[1]
Density functional theory data (the ωB97M-V functional and the def2-TZVPD basis) for 8 unconnected molecules or ions with the total composition C38H92Br3N5O5.

Output
**Calculated total energy**: -268693.480 eV
**Lowest unoccupied orbital energy**: -7.2 eV
**ΔE to the lowest compared entry with this formula, charge and spin**: 0.00 kcal/mol

```
! RIJCOSX wB97M-V def2-TZVPD def2/J DEFGRID3
* xyz 2 1
C 0.429 -2.200 -6.010
H -4.276 -4.008 -6.149
C 4.903 2.763 5.019
H -5.426 -5.118 -1.366
H 0.422 1.997 5.923
H 4.284 0.588 1.096
O -0.986 1.329 2.467
H 5.928 0.047 0.746
H -8.188 -0.157 -3.368
H 6.889 0.020 2.824
H 0.691 0.947 4.601
H -0.599 5.810 3.479
C -2.403 4.653 2.936
H -4.007 -4.082 -1.313
H -3.813 -3.423 -4.725
C -1.084 4.051 0.768
H -0.561 -4.712 3.965
H -5.521 -4.855 -4.363
H -8.097 -3.854 -2.066
Br 2.736 3.413 -0.323
C 0.250 -4.529 -0.674
H -2.873 2.001 0.695
H 1.376 0.623 0.259
C 1.237 -4.462 2.264
H 9.161 5.640 1.942
H -1.001 1.308 5.159
H 4.992 1.738 5.378
H 5.029 3.626 3.025
H -0.176 4.558 1.104
H -0.224 -3.019 -6.331
H -1.498 -2.176 -4.216
C -3.096 2.869 1.317
H 6.847 4.578 3.809
H 5.511 2.999 1.069
H -4.817 -2.363 -2.856
H 1.593 -0.857 0.717
H -3.247 4.219 3.474
H 1.932 3.648 4.197
H 1.216 4.363 2.836
Br 3.472 -3.638 -3.092
H -0.003 -2.317 1.232
N -1.041 2.544 2.839
H 5.153 -0.055 3.317
H 1.130 -2.673 -5.320
H -1.647 3.598 5.386
H -3.673 3.534 0.676
H -0.954 1.632 -4.240
H -6.276 1.320 -2.925
H -1.630 4.794 0.191
H 2.361 -1.411 -1.695
H -1.955 -4.940 2.894
C 6.096 0.477 3.416
C -0.110 2.002 -3.659
H -0.627 3.247 0.190
H -6.271 -1.379 -4.563
N -0.228 -4.339 1.878
Br -2.731 -0.970 -0.507
H 5.761 3.333 5.371
H 4.042 2.041 3.247
H -3.753 2.523 2.117
O 1.533 -5.109 -0.601
C 0.128 -1.351 -3.035
H -1.686 -2.744 1.720
O -0.256 -1.084 -5.491
C 7.599 4.081 3.192
H 2.785 -0.754 -3.695
O -6.689 -0.427 -1.981
H 8.355 2.058 2.921
C -5.940 -3.954 -4.806
C 7.494 2.585 3.332
H 2.576 1.011 -3.652
H 1.340 -4.100 3.286
H -0.275 -4.881 -1.566
C -1.873 3.545 2.000
H -4.918 0.173 -2.976
H 0.641 2.279 -4.397
H 6.394 0.470 4.463
C 4.931 2.632 3.456
H -4.424 -4.938 -2.752
H -0.613 -6.154 2.916
C -0.627 -2.844 1.951
C 1.163 3.462 3.446
H -0.380 -2.524 2.962
H -8.521 -4.067 -3.807
H -0.388 2.971 -3.238
H 7.526 2.408 4.409
H 1.546 2.686 2.778
C -0.843 -1.300 -4.207
C -5.736 0.555 -2.361
H 2.639 0.274 -1.339
H -0.450 0.942 -1.687
H -7.417 -5.134 -2.930
C 2.074 0.061 -3.829
O 7.372 4.454 1.845
H -4.750 -2.314 -5.900
C -4.860 -4.374 -1.925
C -1.355 5.163 3.923
H -0.512 -1.568 -2.178
H 0.038 -0.521 -0.189
H 3.964 3.203 5.350
H 8.372 5.743 0.468
H 1.629 0.051 -4.821
C 1.116 -0.365 -0.134
C -4.642 -3.283 -5.419
H 1.469 -5.525 2.248
N -6.550 -3.264 -3.574
H 1.071 1.741 -1.885
H -0.543 -6.038 0.700
C 5.237 0.884 0.653
H 0.853 -1.927 -6.976
H 4.949 1.125 -0.369
H 6.924 1.995 0.930
N 1.010 -0.095 -2.764
H 0.284 -3.446 -0.816
C 5.924 2.036 1.363
C -5.517 -3.070 -2.413
C -7.594 -0.969 -2.941
H -7.863 -2.137 -4.805
H -5.167 1.078 -1.594
H -2.751 5.527 2.388
H 0.836 -2.175 -3.140
H -1.861 5.798 4.653
C -0.836 4.058 4.818
C 0.293 1.214 -2.436
H 1.811 -3.784 1.635
C -7.107 -1.874 -4.068
C -0.134 2.922 4.032
H -6.722 -4.010 -5.559
H -8.377 -1.486 -2.384
C -0.601 -4.963 0.526
H 7.596 6.485 1.918
H -1.611 -0.543 -4.041
C 8.151 5.631 1.528
H -0.115 4.439 5.541
H -1.654 -4.727 0.372
C -7.729 -4.098 -3.061
H 1.947 -4.898 -1.449
N 6.180 1.912 2.890
H 8.574 4.321 3.619
H -6.057 -2.574 -1.610
C 1.858 -0.478 -1.459
C -0.005 1.703 4.964
C -0.883 -5.103 3.002
*
```

[2]
Density functional theory data (the ωB97M-V functional and the def2-TZVPD basis) for a molecular structure, C38H92Br6N6O12.

Output
**Calculated total energy**: -494650.946 eV
**Lowest unoccupied orbital energy**: -0.5 eV

```
! RIJCOSX wB97M-V def2-TZVPD def2/J DEFGRID3
* xyz 0 1
N 14.123 23.719 15.340
O 16.023 21.306 14.202
H 14.983 15.817 9.731
H 16.337 13.237 14.569
N 25.385 15.318 12.436
H 20.422 16.061 9.807
H 13.251 23.937 15.800
C 13.714 22.746 8.052
H 17.805 15.124 13.730
H 14.519 13.336 9.368
C 14.878 15.737 10.813
H 13.859 15.351 10.797
H 17.575 13.881 11.475
N 14.688 17.106 12.875
H 13.217 14.447 8.752
H 19.007 15.491 6.814
H 22.821 15.264 12.408
C 20.913 15.455 10.568
N 16.943 13.838 15.109
C 13.829 23.525 13.969
O 16.740 10.728 11.670
C 12.792 12.173 11.339
O 27.239 16.393 14.411
Br 9.648 18.644 8.656
C 25.191 16.613 13.089
H 14.433 19.624 15.166
H 18.400 9.859 10.674
H 19.727 14.162 15.713
O 20.016 15.558 14.234
H 19.165 14.867 8.394
H 14.092 21.722 15.831
H 11.460 20.217 7.813
H 25.686 17.342 12.448
C 14.848 18.531 13.348
C 14.635 11.497 12.615
H 15.830 18.966 13.164
H 18.127 19.273 9.687
O 15.540 17.905 15.567
H 15.046 12.498 12.483
H 17.032 19.478 15.721
C 12.996 24.706 13.363
O 18.588 16.794 8.456
H 27.771 17.921 15.750
H 9.785 25.386 13.795
H 24.171 16.940 13.288
H 18.842 15.583 16.024
H 20.883 14.385 10.367
C 11.457 19.507 8.639
H 15.050 13.534 17.160
H 21.829 16.583 13.950
H 16.005 17.527 11.428
H 15.429 9.499 12.747
C 25.803 16.586 14.530
H 18.817 19.495 8.093
H 13.614 18.073 15.285
H 15.368 16.469 13.265
H 16.418 10.710 13.616
C 16.106 14.869 15.694
H 17.576 22.217 13.309
O 15.728 14.755 11.421
H 18.302 9.695 12.436
H 14.218 19.227 12.795
H 28.946 17.110 14.878
H 16.598 17.501 8.775
C 16.987 21.417 8.881
O 14.233 13.384 15.337
C 24.645 15.218 11.148
N 16.889 20.095 8.261
H 17.587 15.664 11.636
C 13.656 13.449 8.712
C 16.877 18.421 15.505
H 15.421 18.129 17.958
H 26.327 14.969 12.533
H 12.615 14.687 14.864
H 10.631 24.672 12.386
C 15.853 10.502 12.707
Br 14.602 20.420 18.602
H 13.311 22.577 13.825
H 17.183 20.614 12.722
C 17.104 14.811 11.157
C 23.075 15.067 11.366
C 14.856 14.191 16.312
C 15.591 21.968 9.102
H 11.536 11.148 9.767
H 22.776 14.019 11.354
H 25.611 17.491 15.108
H 24.888 14.353 10.532
H 16.793 21.732 16.077
H 14.763 23.383 13.426
H 14.109 13.342 7.727
Br 11.860 20.494 10.293
H 13.494 23.363 8.923
C 16.130 22.178 15.336
H 14.150 14.920 16.709
H 20.641 17.199 15.291
C 21.078 16.384 14.715
H 16.591 23.129 15.068
H 21.650 15.875 15.491
H 20.473 15.672 11.541
C 18.086 14.303 14.389
H 15.783 22.872 9.679
Br 13.366 17.414 19.232
H 11.298 12.882 10.073
H 10.905 26.359 12.904
H 18.042 20.669 14.179
H 15.017 21.285 9.729
C 15.006 18.464 18.909
H 13.250 13.157 11.445
C 12.042 12.092 9.972
H 13.029 24.617 12.277
C 17.720 9.727 11.515
H 17.209 8.786 11.308
H 18.410 13.557 13.663
O 11.803 24.745 14.036
H 17.329 17.704 7.137
H 28.170 16.165 16.184
Br 12.858 18.174 8.439
H 12.957 21.981 8.226
H 17.465 21.308 9.855
H 15.719 15.525 14.914
H 24.869 16.068 10.504
C 14.804 22.543 15.923
O 22.294 15.769 10.488
Br 16.270 18.193 20.441
H 17.270 14.861 10.081
H 17.554 15.133 7.877
H 14.278 17.740 10.973
H 12.895 13.297 13.832
H 13.930 11.311 13.426
O 15.092 22.368 7.884
C 17.510 17.702 8.212
N 13.834 11.151 11.487
C 15.001 17.109 11.490
C 14.471 18.583 14.846
H 17.564 22.126 8.287
H 13.489 25.671 13.479
H 14.539 11.190 10.766
C 18.557 15.554 7.805
H 17.319 18.249 14.523
C 10.723 25.340 13.243
H 13.899 14.766 13.707
C 17.280 21.216 13.625
H 13.400 23.207 7.116
H 17.421 17.721 16.140
C 28.013 16.915 15.408
C 17.922 19.165 8.621
H 25.396 15.788 15.151
O 12.739 12.320 8.747
H 12.150 12.157 12.220
C 19.156 14.938 15.204
C 13.394 14.087 14.394
H 16.653 15.426 16.455
H 14.955 22.804 16.970
H 16.786 20.174 7.259
*
```

[3]
Density functional theory data (the ωB97M-V functional and the def2-TZVPD basis) for 16 unconnected molecules or ions with the total composition C38H94Br20O24P6.

Output
**Calculated total energy**: -1546665.536 eV
**Lowest unoccupied orbital energy**: 0.0 eV

```
! RIJCOSX wB97M-V def2-TZVPD def2/J DEFGRID3
* xyz 0 1
H -0.919 4.889 4.798
H 3.068 5.979 -3.568
H 6.068 -0.391 3.655
O -4.095 0.392 -1.916
C -1.431 3.938 4.648
H 1.363 -6.690 5.292
O 4.533 0.527 2.770
C 5.502 -0.469 2.727
O -6.103 -1.279 -1.603
C -0.587 0.586 -0.752
H -0.802 5.459 -6.446
C -3.651 -2.954 -1.860
O 4.571 -6.529 2.082
H -2.221 -0.951 -3.849
H 5.044 -1.459 2.735
H -2.456 -4.252 6.154
H -3.434 1.008 1.015
H 5.496 8.809 -0.999
H 0.825 6.133 -0.190
O 2.854 0.110 0.914
C 0.864 8.040 0.752
H -6.456 -2.709 -0.126
P 3.019 0.400 2.370
O 6.926 4.643 -1.997
C -0.571 -5.184 0.387
O 4.610 -5.184 4.311
C -6.952 -2.150 -0.920
H -1.065 1.962 0.930
H -2.222 0.751 -3.696
H 6.322 7.640 -0.077
H 0.268 -4.686 -0.100
C 3.064 -3.851 1.602
H 3.640 3.420 2.707
H -7.644 -0.760 2.822
H -8.025 2.261 -5.390
P -4.699 -0.666 -1.048
O 4.571 -2.163 -3.127
Br -0.805 -0.988 0.396
Br -7.741 1.198 -2.573
H 0.713 1.536 0.764
C 0.216 -5.105 -4.152
H 2.588 0.478 4.983
Br 1.350 -7.378 0.336
O 2.373 -0.722 3.379
H -5.307 -0.215 4.915
C -1.666 5.555 -5.788
C -4.721 4.607 -0.215
O -3.849 -2.036 -0.784
H 7.732 -1.258 -0.132
C -4.058 -4.252 2.193
O -6.460 -2.530 2.709
H -4.313 -0.816 6.137
H -4.853 -4.059 1.472
P 6.005 -1.396 -3.037
H -7.814 -1.624 -0.509
Br -0.183 1.640 -5.884
H -2.057 6.572 -5.819
C 7.302 4.676 -3.313
Br -3.257 5.041 -8.158
H 6.066 -7.725 1.506
H -5.466 1.099 -3.999
O 2.299 1.846 2.907
O 6.448 -1.794 -1.532
H 0.571 3.116 4.200
H 3.506 -1.107 5.024
Br -0.080 -2.634 -2.810
H -3.955 5.382 -0.214
H 0.650 -5.658 2.029
H 2.801 -2.871 2.001
C -6.985 2.287 -5.064
O 5.653 0.206 -2.906
Br -5.896 2.478 -6.702
Br -0.894 1.109 3.980
C -0.233 1.739 0.262
H 0.115 -3.193 -5.220
O 5.944 6.959 -2.018
H 0.345 8.988 0.892
H -0.751 -6.801 1.743
C 7.725 -1.735 -1.112
H -3.705 4.747 -5.682
O 2.715 -7.025 3.805
H -1.818 3.964 3.630
Br -3.112 0.121 -5.945
H 3.115 -6.793 5.831
H -7.314 -2.864 -1.659
C -6.538 1.053 -4.189
H -1.509 0.709 -1.321
Br -1.167 5.171 -3.860
H -4.016 -5.341 2.212
H 1.717 -1.023 5.307
C 6.226 8.006 -1.100
O 6.998 -1.754 -4.112
H -1.561 -2.533 4.255
H -2.597 -3.033 -2.125
H 0.650 -5.431 -3.206
H -3.854 -1.058 4.439
C 0.067 -6.227 1.306
H 8.308 5.082 -3.416
H -0.292 -0.830 -5.489
H 2.991 2.782 1.160
H -2.528 3.571 -6.201
H 7.439 3.606 -3.467
O 2.681 -4.895 2.478
Br -1.668 -1.430 6.605
Br -0.762 -5.472 4.604
O -5.654 -2.117 5.095
H -3.222 -3.832 1.635
H 1.670 -3.491 -4.458
C 2.337 -7.162 5.162
C 0.594 -3.610 -4.335
P -5.763 -3.268 3.988
H -0.878 -4.204 6.801
H -8.151 -1.873 3.917
H 0.245 0.332 -1.408
O -5.106 -0.121 0.454
H 2.456 -3.979 0.706
H 6.495 -6.648 2.729
C -0.523 0.041 -4.876
Br 0.181 3.411 -0.668
C -2.796 4.626 -6.270
H 4.121 -3.830 1.336
H -0.124 -2.572 4.964
H 2.544 -1.775 -2.607
H 5.770 1.861 -4.244
H -5.385 2.766 -1.072
C -1.916 -0.045 -4.374
H -5.678 5.097 -0.394
H -6.725 0.082 -4.647
H -4.259 -2.768 -2.746
H 3.497 -2.493 -1.314
H 7.175 8.439 -1.416
H -1.117 -4.521 1.058
H -6.996 3.290 -4.637
O 4.519 4.959 -2.568
H -0.856 -5.291 -4.088
H -0.073 2.684 5.746
H 6.259 -0.447 1.943
C -4.172 0.321 1.429
H 8.122 -2.743 -0.991
Br -1.721 -5.897 -1.121
Br -4.778 4.128 -3.095
Br -1.509 6.458 0.780
C 2.761 3.027 2.197
C -0.353 2.832 4.703
H -4.632 0.814 2.285
H 0.984 7.689 1.778
H 3.565 -0.873 -1.843
Br -2.826 3.734 6.103
Br 0.876 -6.104 -5.768
H 5.447 0.347 -4.980
H -3.669 2.970 -0.909
O -4.276 -3.519 3.409
H 4.220 1.253 -4.090
C -1.421 -4.073 5.865
H 2.129 -8.216 5.348
O 5.237 5.396 -0.109
H 2.977 6.334 -1.836
H 2.470 4.796 -2.519
C 3.234 5.572 -2.571
C 3.557 -1.894 -2.223
C -7.716 -1.844 2.918
P 5.604 5.478 -1.557
H 5.367 -8.085 3.095
C -4.581 3.489 -1.204
P 3.729 -5.829 3.290
C -4.683 -1.078 5.146
H -8.414 -2.253 2.187
C 5.257 0.915 -4.069
O -6.646 -4.399 4.419
H 2.007 3.812 2.254
H 0.195 -0.025 -4.058
H -4.061 -3.905 -1.519
C 2.574 -0.594 4.788
C 0.153 6.987 -0.105
H -0.158 7.419 -1.056
H 8.338 -1.097 -1.749
C 5.666 -7.284 2.419
H 6.653 5.161 -4.042
Br -4.846 3.909 1.698
C -1.164 -2.729 5.251
H -3.674 -0.547 1.860
Br 2.739 8.262 0.025
*
```